No. 1
The following is a quantum chemistry calculation of a gas-phase ion, C5H10N2 (charge +2) in a non-equilibrium geometry, from the Open Molecules 2025 dataset.

The geometry in XYZ format:
```
17
C5H10N2 (ωB97M-V/def2-TZVPD)
C -0.49269 -0.24452 -1.06577
C 0.99753 -0.71087 0.56426
C -1.31506 0.65065 -0.28694
C 1.44502 -1.76032 -1.55671
C -0.63680 1.68881 1.95767
N 0.60973 -0.83390 -0.66061
N -0.74153 0.68584 1.00276
H -0.75767 -0.48486 -2.12682
H 1.90766 -1.15532 1.23223
H -1.55023 1.64096 -0.70815
H -2.25617 -0.00989 -0.30281
H 2.32118 -2.00206 -0.87782
H 1.92023 -1.26651 -2.36058
H 0.70393 -2.49446 -1.89120
H -1.18823 2.63526 1.77243
H 0.41611 2.04820 2.02810
H -0.83763 1.06712 2.82517
```

Properties
Spin multiplicity: 3
Charge: +2
⟨S²⟩: 2.05


No. 2
The following is a quantum chemistry calculation of a single C20H25N3O2 molecule, from the Open Molecules 2025 dataset.

The geometry in XYZ format:
```
50
C20H25N3O2 (ωB97M-V/def2-TZVPD)
C 3.91244 -0.57666 -6.49941
O 4.60544 -0.77615 -5.29292
C 3.88357 -0.99940 -4.15688
C 2.49596 -1.04599 -4.08894
C 1.87186 -1.28134 -2.87665
C 2.61079 -1.47453 -1.71530
N 1.91875 -1.71406 -0.52564
C 2.38966 -1.84286 0.73738
O 3.55165 -1.80879 1.07810
C 1.25306 -2.08809 1.73393
N 0.01137 -1.49026 1.28146
C -1.16659 -2.05644 1.91804
C -2.41971 -1.45101 1.27204
N -2.47061 -0.00645 1.34960
C -2.84142 0.52084 2.65334
C -3.19254 1.98147 2.54809
C -2.67871 2.91159 3.43998
C -3.01962 4.24958 3.33454
C -3.87339 4.67074 2.33068
C -4.38662 3.74837 1.43306
C -4.05013 2.41222 1.54272
C -1.24273 0.55249 0.81691
C 0.01955 -0.04347 1.45042
C 4.00215 -1.42735 -1.78364
C 4.62418 -1.19221 -2.98969
H 3.26814 0.30776 -6.45312
H 3.31012 -1.45102 -6.76800
H 4.67857 -0.42261 -7.25775
H 1.88770 -0.90113 -4.96780
H 0.79194 -1.31512 -2.83483
H 0.90483 -1.72965 -0.58771
H 1.11936 -3.17257 1.80287
H 1.57603 -1.72753 2.72335
H -1.16392 -3.13789 1.76099
H -1.17396 -1.86734 3.00557
H -3.31570 -1.86792 1.73631
H -2.42362 -1.71710 0.20992
H -3.72820 -0.03135 2.98414
H -2.06164 0.38690 3.42046
H -2.00798 2.58967 4.22482
H -2.61401 4.96394 4.03611
H -4.13728 5.71469 2.24663
H -5.05275 4.07340 0.64714
H -4.43883 1.68623 0.84510
H -1.25648 1.63429 0.95929
H -1.22982 0.34366 -0.25756
H 0.90470 0.36479 0.95783
H 0.07236 0.23060 2.51842
H 4.58234 -1.57351 -0.88820
H 5.69971 -1.15344 -3.05521
```

Properties
Charge: 0
SMILES: COc1ccc(NC(=O)CN2CCN(Cc3ccccc3)CC2)cc1


No. 3
The following is a quantum chemistry calculation of a molecular structure, C41H56BeN6S in a non-equilibrium geometry, from the Open Molecules 2025 dataset.

The geometry in XYZ format:
```
105
C41H56BeN6S (ωB97M-V/def2-TZVPD)
Be 0.90081 -1.01566 0.49038
C -5.69132 1.11939 -0.24510
C -4.91819 1.24865 1.04660
C -3.42720 0.99979 0.97160
C -2.42109 1.72752 1.66977
C -2.77594 2.89772 2.42758
C -3.14731 2.57565 3.82238
C -1.20664 1.06856 1.55097
N -1.47873 -0.07753 0.81301
C -2.83894 -0.07021 0.43050
C -3.32496 -1.37225 0.05107
C -2.45720 -2.33444 -0.26713
C -2.20472 -3.12903 1.02617
C -3.07640 -4.27551 1.48375
C -4.48051 -3.77007 1.73242
C -1.17974 -2.47464 1.59950
C -0.68620 -1.33652 0.65744
C -0.41134 -2.52665 -1.58937
C 0.91850 -2.49727 -1.62796
N 1.61597 -1.73414 -0.70368
C 2.89495 -1.57986 -1.09962
C 3.65802 -0.58173 -0.38028
C 3.05128 0.33611 0.55512
N 1.70466 0.21000 0.87587
C 1.33084 1.40816 1.54950
C 0.03288 1.73496 1.94870
C 2.49451 2.22134 1.71489
C 3.58721 1.56405 1.13321
C 5.05049 1.86786 1.21104
C 5.73967 1.03019 2.30576
C 2.62043 3.46620 2.57820
C 2.66651 3.21878 4.09916
C 3.08003 -2.23675 -2.38383
C 1.86470 -2.74913 -2.72108
C 1.55859 -3.54121 -3.94779
C 1.09790 -2.61049 -5.08664
C 4.36217 -2.39100 -3.22361
C 5.26047 -3.42922 -2.59423
N -1.14344 -1.80603 -0.67886
C -0.58983 -2.57384 2.93991
C -0.91315 -1.32576 3.77262
H -6.75087 1.37192 -0.05832
H -5.69773 0.12510 -0.69409
H -5.42458 1.85274 -1.00301
H -5.25879 0.54166 1.74606
H -5.09655 2.24834 1.54156
H -3.65316 3.26393 1.92671
H -2.03289 3.71345 2.45623
H -3.93450 1.84515 3.89389
H -3.35023 3.43502 4.44245
H -2.32693 2.07985 4.25718
H -4.25686 -1.81339 0.40028
H -2.65896 -4.71744 2.34261
H -2.92880 -5.06008 0.74956
H -4.42279 -2.90245 2.35499
H -5.05436 -4.53159 2.15337
H -4.95718 -3.62035 0.82784
H -1.00285 -3.03404 -2.36381
H 4.71657 -0.48120 -0.54120
H -0.08177 2.58243 2.58725
H 5.32193 2.92682 1.41022
H 5.50094 1.58332 0.25060
H 5.30755 1.14185 3.28751
H 6.80781 1.42921 2.34147
H 5.82193 -0.06980 1.98882
H 1.78892 4.14165 2.30658
H 3.55951 4.01615 2.26914
H 1.87651 2.54870 4.35447
H 2.33229 4.08524 4.64537
H 3.67819 2.85954 4.42115
H 0.79924 -4.32832 -3.82504
H 2.45448 -4.09803 -4.33873
H 0.21132 -2.00743 -4.82136
H 0.94593 -3.12990 -6.03602
H 1.86140 -1.87405 -5.20492
H 4.88560 -1.41363 -3.29100
H 4.10451 -2.69981 -4.24839
H 5.48219 -3.07245 -1.60268
H 6.12631 -3.60729 -3.20977
H 4.76426 -4.41367 -2.51514
H 0.51153 -2.75033 2.93767
H -1.03547 -3.42604 3.38474
H -0.41193 -0.43354 3.36447
H -0.45763 -1.38290 4.77160
H -1.95191 -1.08015 4.01075
C 1.58689 2.04613 -2.25943
C 0.88249 1.79498 -3.60353
N -0.12266 0.74722 -3.53603
C -1.49585 0.79656 -3.62939
S -2.25155 -0.35753 -4.54639
N -2.15099 1.78575 -3.02998
C -1.52999 2.53619 -1.93188
C -2.51507 3.44956 -1.28544
H 2.35650 2.85062 -2.35909
H 1.96478 1.13231 -1.87754
H 0.89261 2.50846 -1.53122
H 1.62995 1.53186 -4.38813
H 0.48271 2.74037 -3.91807
H 0.22493 -0.16808 -3.90426
H -3.15167 1.61598 -2.94744
H -0.69596 3.07894 -2.30029
H -1.08320 1.80901 -1.19844
H -2.73407 4.27250 -1.93014
H -2.09097 3.78709 -0.34575
H -3.42882 2.94190 -1.05653
```

Properties
Charge: 0


The records above yield E_tot values of -8301.1550; -29711.0988; -63601.6830 eV, respectively.